No. 1
This record from the Open Molecules 2025 dataset describes a gas-phase ion, CO5S (charge -2) in a non-equilibrium geometry. The level of theory is the ωB97M-V functional and the def2-TZVPD basis.

Calculated values
energy above the lowest of the compared OMol25 structures with the same formula, charge and spin = 0.777 eV
LUMO = 6.738 eV
2S+1 = 1
E_HOMO = 0.01910 Ha
orbital gap = 6.219 eV
total charge = -2

Structure (XYZ):
```
7
Properties=species:S:1:pos:R:3:forces:R:3:lowdin_charge:R:1
C 1.028880 -0.073522 0.201678 2.3 -0.1 2.0 -1.03
O 1.484794 -0.340823 -0.889089 0.6 -0.9 -2.3 -0.07
O -0.040384 -0.816768 0.683687 -2.2 0.1 -1.2 -0.30
O 1.527740 0.703920 1.044071 0.0 0.9 0.7 -0.13
O -2.656017 -0.530033 -0.050428 2.0 0.2 0.0 -0.62
O -0.881572 0.988845 -0.992183 -0.7 -0.6 0.0 -0.52
S -1.388587 0.290210 0.208666 -2.0 0.4 0.9 0.67
```
Forces are in eV/Å.

---

No. 2
This record from the Open Molecules 2025 dataset describes CS5 in the gas phase in a non-equilibrium geometry. The level of theory is the ωB97M-V functional and the def2-TZVPD basis.

Calculated values
energy above the lowest of the compared OMol25 structures with the same formula, charge and spin = 0.000 eV
LUMO = -2.030 eV
2S+1 = 1
E_HOMO = -0.32424 Ha
orbital gap = 6.793 eV
total charge = 0

Structure (XYZ):
```
6
Properties=species:S:1:pos:R:3:forces:R:3:lowdin_charge:R:1
C -0.968924 -0.033322 0.002415 -0.1 0.5 0.1 -1.72
S -2.599490 0.075911 0.018946 0.1 0.0 0.0 0.58
S -0.237309 -1.553705 -0.248254 2.3 0.4 0.6 0.56
S -0.042596 1.470181 0.285456 0.3 -0.6 -0.1 0.43
S 2.049741 -0.842057 0.437693 -2.3 -0.9 -0.4 0.13
S 1.798579 0.882993 -0.496254 -0.3 0.5 -0.2 0.03
```
Forces are in eV/Å.

---

No. 3
This record from the Open Molecules 2025 dataset describes a molecular structure, Ca8O16P4 in a non-equilibrium geometry. The level of theory is the ωB97M-V functional and the def2-TZVPD basis.

Calculated values
energy above the lowest of the compared OMol25 structures with the same formula, charge and spin = 32.702 eV
LUMO = -12.405 eV
2S+1 = 1
E_HOMO = -0.51212 Ha
orbital gap = 1.531 eV
total charge = +4

Structure (XYZ):
```
28
Properties=species:S:1:pos:R:3:forces:R:3:lowdin_charge:R:1
Ca -5.567398 0.134754 2.464255 2.0 -0.3 0.1 1.18
Ca -2.932788 5.297384 2.080085 0.3 -0.4 -0.5 1.04
Ca 2.086162 -0.035826 -2.738605 -0.8 -0.2 0.2 1.69
Ca -1.717298 -3.905816 -0.046425 0.0 1.9 -0.1 1.47
Ca 3.107492 -0.776696 5.804215 0.0 0.0 -0.6 1.12
Ca 2.504732 2.259714 1.730205 -0.9 -0.8 -0.2 1.35
Ca -2.622688 1.807654 -1.503745 1.5 -0.6 0.6 1.39
Ca -4.138748 -4.490176 4.569185 0.0 0.3 -0.3 0.79
P 0.585582 4.520004 -1.744125 0.8 4.0 0.5 -0.21
O -0.260188 4.496814 -2.939385 -1.7 -1.2 -0.6 -0.28
O 1.704312 3.549584 -1.559705 3.4 -3.2 -0.5 -0.29
O 0.067732 4.238504 -0.340315 -2.9 -0.8 2.2 -0.39
O 1.270302 5.928404 -1.637935 -0.1 -0.9 -0.3 -0.11
P -1.911368 -1.862596 -4.007695 4.6 3.9 1.4 -0.06
O -1.283718 -0.337386 -4.094715 -1.0 -2.4 0.0 -0.49
O -2.749758 -1.880516 -2.763825 -2.0 -0.1 3.4 -0.24
O -0.728038 -2.646476 -3.310285 0.1 -0.3 0.1 -0.30
O -2.705798 -2.555036 -5.005705 -0.6 -0.4 -2.2 -0.15
P -1.146048 -0.105276 1.992445 -4.5 -0.3 2.1 -0.23
O -2.252588 -1.243066 2.343175 1.0 -1.9 -0.1 -0.67
O -0.717938 -0.306466 0.587245 2.3 -0.9 -4.0 -0.51
O -0.092158 0.148494 3.052005 1.1 0.1 -0.2 -0.51
O -2.205178 1.030874 1.912785 -1.5 3.2 -0.4 -0.64
P 4.296832 -2.553086 1.088865 -0.9 1.5 -2.8 -0.06
O 5.795172 -2.774186 0.963175 0.6 -0.4 0.0 -0.04
O 3.927022 -1.162006 0.399325 -0.5 -1.5 2.1 -0.53
O 3.982232 -3.080566 2.485685 -0.5 1.5 0.0 -0.20
O 3.704122 -3.697006 0.219815 0.3 0.2 0.3 -0.12
```
Forces are in eV/Å.

---

No. 4
This record from the Open Molecules 2025 dataset describes a molecular structure, CaH16N3O17 in a non-equilibrium geometry. The level of theory is the ωB97M-V functional and the def2-TZVPD basis.

Calculated values
energy above the lowest of the compared OMol25 structures with the same formula, charge and spin = 3.828 eV
LUMO = -1.601 eV
2S+1 = 1
E_HOMO = -0.15902 Ha
orbital gap = 2.727 eV
total charge = -1

Structure (XYZ):
```
37
Properties=species:S:1:pos:R:3:forces:R:3:lowdin_charge:R:1
Ca 1.670777 2.621856 -2.799590 -2.1 -1.6 3.3 1.71
N 0.905206 -3.803436 -1.643899 0.0 -1.7 -0.8 -0.60
O 0.749266 -5.003298 -1.310402 0.0 0.8 0.1 -0.07
O 0.975820 -2.915629 -0.763742 0.0 0.5 0.0 -0.09
O 1.003142 -3.531035 -2.862606 0.0 0.5 0.6 -0.07
N -0.279767 3.625013 -0.086197 1.0 0.1 1.1 -0.57
O -1.444707 3.700537 0.282971 0.0 -0.1 -0.2 0.02
O -0.041557 3.334685 -1.311974 0.8 0.1 -2.1 -0.26
O 0.688186 3.785360 0.659674 -0.6 0.1 -0.4 0.03
N 0.686482 0.449417 -0.693663 -0.4 -0.5 0.5 -0.51
O 0.289542 -0.125519 0.307290 0.2 0.7 -1.0 0.08
O -0.031766 0.592355 -1.723845 0.4 0.2 -0.6 -0.12
O 1.840494 0.944638 -0.732520 0.6 1.0 -0.9 -0.11
O -2.015122 1.242030 2.286123 0.1 0.0 0.0 -0.04
H -2.716727 1.800644 2.633835 0.0 0.0 0.0 0.06
H -1.646594 1.748418 1.553335 -0.1 0.1 -0.1 0.02
O 0.392237 0.926624 3.848551 0.1 0.1 0.0 -0.06
H 0.057352 0.318523 4.512415 0.0 -0.1 0.0 0.04
H -0.336214 1.003045 3.207774 -0.1 0.0 0.2 0.00
O -0.708541 -1.197805 -3.882997 -0.1 0.5 -0.4 -0.07
H -0.363808 -0.773770 -3.084733 0.0 -0.4 0.1 -0.02
H -1.576498 -0.799898 -4.013641 0.0 0.0 0.1 0.03
O -2.764905 1.560075 -1.787591 -0.2 0.2 -0.3 -0.07
H -2.728578 2.124423 -1.007570 0.1 0.0 -0.1 0.01
H -1.849565 1.293662 -1.933702 0.0 -0.1 0.3 -0.02
O 2.777651 0.990266 1.977874 0.1 0.1 0.0 -0.08
H 2.161720 1.125400 2.714281 -0.1 -0.2 -0.2 0.00
H 2.234618 0.826082 1.189885 0.1 0.2 0.4 -0.03
O 3.425794 -1.670208 -0.242390 0.2 0.2 0.0 -0.09
H 3.160883 -1.065403 0.458435 0.0 -0.1 0.1 -0.01
H 2.623680 -2.191912 -0.434474 -0.2 0.0 -0.1 -0.01
O -0.595304 -2.170106 2.255202 0.0 0.2 0.3 -0.05
H -0.181948 -2.249680 3.119382 0.1 0.0 -0.1 0.02
H -0.114079 -1.451262 1.824140 -0.1 -0.3 0.0 -0.01
O -2.328534 -1.759804 -0.537916 0.0 0.2 -0.1 -0.06
H -1.422990 -1.420194 -0.501031 -0.1 -0.3 0.1 -0.01
H -2.495643 -1.884094 -1.476684 0.1 -0.1 0.0 0.02
```
Forces are in eV/Å.

---

What did the first record say?
This record from the Open Molecules 2025 dataset describes a gas-phase ion, CO5S (charge -2) in a non-equilibrium geometry. The level of theory is the ωB97M-V functional and the def2-TZVPD basis.

Calculated values
energy above the lowest of the compared OMol25 structures with the same formula, charge and spin = 0.777 eV
LUMO = 6.738 eV
2S+1 = 1
E_HOMO = 0.01910 Ha
orbital gap = 6.219 eV
total charge = -2

Structure (XYZ):
```
7
Properties=species:S:1:pos:R:3:forces:R:3:lowdin_charge:R:1
C 1.028880 -0.073522 0.201678 2.3 -0.1 2.0 -1.03
O 1.484794 -0.340823 -0.889089 0.6 -0.9 -2.3 -0.07
O -0.040384 -0.816768 0.683687 -2.2 0.1 -1.2 -0.30
O 1.527740 0.703920 1.044071 0.0 0.9 0.7 -0.13
O -2.656017 -0.530033 -0.050428 2.0 0.2 0.0 -0.62
O -0.881572 0.988845 -0.992183 -0.7 -0.6 0.0 -0.52
S -1.388587 0.290210 0.208666 -2.0 0.4 0.9 0.67
```
Forces are in eV/Å.